Entry from the OMol25 dataset: an isolated molecule of C22H31NO5 (wB97M-V/def2-TZVPD).

The geometry in XYZ format:
```
59
Properties=species:S:1:pos:R:3
O 2.5732 3.9768 0.6368
O -1.9781 -1.1345 -2.5317
O -5.1086 0.8467 -2.0044
O -3.3750 -2.1559 -1.1091
O 2.6588 2.8382 -1.2926
N -3.7416 0.3877 -0.2648
C -1.0513 -2.3326 0.5504
C -3.5250 1.7585 0.1374
C 1.1187 -1.5231 -0.8378
C -1.4936 2.9494 1.0201
C 2.7177 -1.5817 2.7086
C 0.2767 -2.5486 -1.5911
C -2.1578 -1.9154 -1.6371
C -1.3131 1.7651 -1.0604
C -4.4660 0.0577 -1.3507
C 0.2697 -2.7840 1.1653
C 2.0480 -0.9278 1.4931
C 2.0246 3.3110 -0.2074
C 0.5982 2.9143 -0.1645
C -4.4592 -1.4388 -1.6841
C 1.4782 -2.0350 0.5656
C -0.1691 3.3256 0.9230
C 3.1228 -0.1268 0.7485
C 4.0346 3.1673 -1.3963
C -1.0966 -2.7342 -0.9343
C 0.0147 2.1343 -1.1604
C -2.0778 2.1641 0.0321
C 0.9713 0.0442 1.9814
H -4.4433 -1.5319 -2.7747
H 0.2274 -2.6441 2.2444
H 2.6887 0.4625 -0.0535
H 2.0167 -2.1838 3.2807
H -4.1345 2.3696 -0.5381
H 0.3801 -3.8557 0.9876
H -1.7571 1.1583 -1.8357
H 3.8760 -0.7902 0.3282
H -3.2341 -0.3317 0.2278
H -2.0825 3.2669 1.8684
H 4.5924 2.7243 -0.5683
H 2.0307 -1.3368 -1.4043
H 0.4363 0.4896 1.1475
H 2.2865 -2.7655 0.4418
H 0.5675 -0.5845 -0.7832
H 4.1693 4.2506 -1.3706
H 3.6163 0.5554 1.4378
H -3.8852 1.9041 1.1616
H 0.2554 -0.4472 2.6351
H 0.8078 -3.5014 -1.6147
H 3.5375 -2.2235 2.3931
H 0.6029 1.8202 -2.0082
H 4.3742 2.7611 -2.3456
H 3.1190 -0.8170 3.3696
H 0.1338 -2.2157 -2.6203
H -5.3680 -1.9000 -1.2919
H -1.1399 -1.2494 0.6470
H 1.4348 0.8530 2.5422
H 0.2968 3.9312 1.6852
H -1.4096 -3.7808 -1.0030
H -1.8902 -2.7900 1.0782
```

Energy relative to the best compared isomer or geometry (same formula, charge and spin) ... 0.000 eV
M ... 389.49 Da
Lowest unoccupied orbital energy ... 0.01752 hartree
SMILES ... COC(=O)c1ccc(CNC(=O)COC(=O)[C@H]2CC[C@@H](C(C)(C)C)CC2)cc1
Orbital gap ... 9.857 eV


Entry from the OMol25 dataset: a structure of composition C22H32BCl45N3O5PS (wB97M-V/def2-TZVPD).

The geometry in XYZ format:
```
110
Properties=species:S:1:pos:R:3
Cl 3.5283 8.8581 -2.1433
Cl -8.8758 -5.8059 0.6644
Cl 2.6674 -5.6105 -9.1819
Cl -0.9479 -6.3876 -4.8802
Cl 1.9367 6.5285 -2.8390
Cl -5.8365 0.3539 -2.6127
Cl -7.6665 -5.9832 -1.9727
Cl -3.4770 6.6107 -3.4474
Cl 6.3262 -3.7559 2.5280
Cl -7.2131 0.7711 -0.0866
Cl -5.8733 0.9434 5.9829
Cl 6.5955 -4.5613 -2.9900
Cl -1.9032 -7.3776 -2.3180
Cl 1.6856 -9.5457 -3.9138
Cl -8.2063 -1.2066 -1.9753
Cl 5.4383 -6.8202 -4.4077
Cl 1.4375 -5.1629 -6.5866
Cl 3.1173 1.9790 3.5516
Cl -4.0682 6.4186 3.5014
Cl 6.6259 1.3790 6.3953
Cl -0.9361 8.0100 -3.6531
Cl 3.9906 -5.5894 -2.2099
Cl 4.6497 -2.2125 4.3314
Cl 0.5664 -11.5249 -5.7254
Cl 5.2792 1.7950 -4.1642
Cl 3.4331 -11.0470 -5.6849
Cl 0.8826 -6.6030 -2.6354
Cl 3.4479 -4.1572 2.5369
Cl 4.2043 7.2834 -4.4921
Cl 3.7111 -0.0486 -2.5515
Cl -0.0113 -3.1685 -4.6827
Cl -4.3103 2.7538 4.3308
Cl 5.2009 2.0970 -1.2751
Cl 8.9177 3.0242 5.6969
Cl 6.0116 2.1030 3.2970
Cl -6.9235 -3.8242 -0.1757
Cl 4.2051 -4.3868 -7.0409
Cl 1.2174 -0.9480 -3.2649
Cl -2.0672 7.4260 -1.0384
Cl -5.6275 4.5761 1.8795
Cl -4.3699 3.1014 7.2201
Cl -1.4072 -1.9031 -2.4644
Cl 7.5664 3.4189 8.2397
Cl 4.5399 -0.0459 2.0203
Cl -5.8751 7.4435 1.4693
S -0.2987 1.3866 3.6065
P -1.0467 1.4558 0.4898
O -1.2858 2.2717 -1.0814
O -2.6147 -0.7932 0.0212
O -4.3574 -1.9553 0.3511
O 2.2429 2.1704 0.3053
O 0.0418 3.9739 1.6828
N -3.4302 -1.4806 0.8997
N 0.3707 4.0601 -1.5598
N -2.3684 3.5361 2.0250
C -1.4692 2.4994 5.9425
C 5.0976 -5.3080 -3.5586
C -2.7486 0.6391 0.1613
C -1.8918 6.8629 -2.7067
C -4.7798 6.1287 1.9092
C -0.5314 -7.3117 -3.4321
C -8.2298 -4.8908 -0.7028
C 2.8899 7.8746 -3.4671
C 4.6103 1.0347 3.4126
C 1.7845 0.8575 0.6377
C -6.7679 -0.4144 -1.3216
C -1.0092 0.4699 2.1519
C 4.2897 1.6183 -2.7094
C -1.3182 1.1268 5.1280
C 0.4303 0.4704 -0.0879
C 1.9551 -11.0975 -4.7185
C 4.8645 -3.7691 3.5204
C -0.3074 -1.6508 -3.8271
C -5.2915 2.6016 5.7962
C -0.3074 3.1282 -1.4116
C 8.0418 2.2368 7.0149
C 2.6012 -4.5516 -7.7686
B -1.0453 3.1066 1.4654
H 0.6511 0.5722 -1.1940
H 3.4263 2.2720 -2.8009
H -3.1392 1.0136 -0.8345
H 2.2570 2.7176 1.1144
H 0.3231 -0.6477 0.0652
H -2.4009 3.2440 3.0092
H 2.0716 -11.8614 -3.9556
H -0.2890 -8.3229 -3.7324
H -1.3653 5.9115 -2.6917
H -0.7732 -0.9533 -4.5173
H -0.3027 4.8845 1.5649
H -2.3210 0.7146 4.8295
H -0.4816 -0.5244 2.1038
H 4.6187 -4.6259 -4.2552
H 2.2727 -3.5688 -8.0940
H -2.0794 0.2157 2.4347
H -3.1369 3.0754 1.5269
H -6.1447 -1.1722 -0.8573
H 2.5633 0.1332 0.2424
H -0.4107 2.8926 6.0442
H 2.2403 8.4999 -4.0732
H 1.7581 0.7048 1.7492
H -1.8269 2.3169 6.9905
H -2.0913 3.2441 5.3883
H -3.5245 0.9557 0.9177
H 4.9739 -4.5372 4.2800
H -6.1517 3.2576 5.6991
H 8.7035 1.5118 7.4791
H -3.9773 6.0923 1.1776
H 4.7147 0.4303 4.3096
H -0.8378 0.3448 5.7899
H -9.0277 -4.2765 -1.1101
```

M ... 2087.75 Da
Lowest unoccupied orbital energy ... -0.03445 hartree
Orbital gap ... 7.872 eV


- Which of these has the highest orbital gap?
  C22H31NO5